Record 1
ORCA calculation (ωB97M-V with the def2-TZVPD basis set) on a 13-piece molecular cluster, C50H70N8O5 overall.

```
133
Properties=species:S:1:pos:R:3
N 1.11 -4.25 -2.31
C 0.58 -5.34 -1.77
C 1.35 -6.21 -0.98
C 2.74 -6.13 -1.06
C 3.30 -5.03 -1.75
C 2.47 -4.09 -2.32
H -0.47 -5.43 -1.87
H 0.87 -6.93 -0.29
H 3.39 -6.79 -0.46
H 4.31 -4.86 -1.91
H 2.80 -3.15 -2.91
N -0.55 -2.19 -5.03
C -0.71 -3.48 -5.25
C 0.24 -4.30 -5.74
C 1.50 -3.83 -6.14
C 1.69 -2.45 -5.94
C 0.66 -1.70 -5.36
H -1.70 -3.85 -5.02
H 0.07 -5.35 -5.92
H 2.23 -4.50 -6.58
H 2.59 -1.92 -6.24
H 0.91 -0.68 -5.16
N -2.54 -4.56 2.08
C -2.85 -4.58 3.38
C -1.90 -4.57 4.42
C -0.59 -4.29 4.17
C -0.29 -3.99 2.81
C -1.28 -4.17 1.82
H -3.93 -4.80 3.62
H -2.26 -4.77 5.40
H 0.23 -4.39 4.79
H 0.65 -3.60 2.48
H -0.89 -4.07 0.77
N -2.22 2.90 -2.01
C -1.36 2.13 -2.78
C -1.79 0.96 -3.37
C -3.05 0.46 -3.10
C -3.87 1.27 -2.35
C -3.43 2.42 -1.80
H -0.43 2.57 -3.09
H -1.18 0.34 -4.02
H -3.47 -0.45 -3.54
H -4.90 0.90 -2.17
H -4.12 3.00 -1.14
N 3.26 1.02 1.84
C 2.76 2.08 2.45
C 3.24 3.39 2.39
C 4.38 3.64 1.58
C 4.88 2.53 0.92
C 4.38 1.26 1.10
H 1.83 2.03 3.00
H 2.78 4.23 2.95
H 4.79 4.57 1.40
H 5.70 2.64 0.29
H 4.99 0.38 0.72
N -4.21 0.91 2.74
C -3.23 0.09 3.04
C -2.71 -0.89 2.17
C -3.47 -1.10 1.00
C -4.54 -0.28 0.73
C -4.89 0.72 1.61
H -2.56 0.32 3.88
H -1.88 -1.51 2.34
H -3.18 -1.92 0.38
H -4.94 -0.30 -0.27
H -5.60 1.46 1.32
N -0.02 6.06 2.73
C -0.13 5.41 3.88
C -0.56 4.12 3.95
C -0.81 3.39 2.80
C -0.74 4.04 1.55
C -0.35 5.36 1.63
H 0.01 6.14 4.70
H -0.78 3.58 4.84
H -1.23 2.43 2.93
H -0.94 3.64 0.58
H -0.36 5.92 0.67
N 1.88 1.28 -1.67
C 1.81 0.06 -2.16
C 0.99 -0.97 -1.68
C 0.16 -0.65 -0.62
C 0.25 0.60 -0.06
C 1.12 1.55 -0.60
H 2.47 0.00 -3.04
H 0.95 -1.97 -2.18
H -0.50 -1.43 -0.34
H -0.36 0.75 0.80
H 1.22 2.57 -0.24
C 4.41 -2.29 3.09
C 3.31 -2.49 2.10
O 2.25 -1.57 2.28
H 4.78 -1.24 3.18
H 5.20 -2.96 2.71
H 4.16 -2.59 4.07
H 2.81 -3.50 2.24
H 3.53 -2.47 1.02
H 2.49 -0.70 1.92
C 2.91 5.54 -1.04
C 2.81 5.06 -2.46
O 1.65 4.29 -2.72
H 2.05 6.26 -0.79
H 3.80 6.16 -0.94
H 2.96 4.72 -0.32
H 3.59 4.37 -2.74
H 2.82 5.92 -3.18
H 1.72 3.41 -2.34
C -3.81 -3.57 -2.91
C -4.05 -3.87 -1.43
O -2.74 -4.16 -0.89
H -4.77 -3.24 -3.36
H -3.39 -4.44 -3.39
H -3.10 -2.71 -2.93
H -4.81 -4.71 -1.33
H -4.46 -3.00 -0.99
H -2.84 -4.58 0.00
C -2.28 7.31 -1.54
C -1.60 6.41 -2.61
O -0.28 6.18 -2.08
H -2.08 6.79 -0.55
H -3.35 7.28 -1.73
H -1.86 8.37 -1.42
H -1.46 6.98 -3.53
H -2.14 5.53 -2.89
H 0.24 5.47 -2.47
C -0.62 -0.11 5.43
C 0.72 -0.77 5.52
O 0.84 -1.88 4.60
H -0.72 0.45 6.35
H -1.39 -0.87 5.38
H -0.75 0.58 4.62
H 0.93 -1.13 6.56
H 1.43 0.01 5.31
H 1.27 -1.60 3.78
```

## Properties
Energy, eV: -75139.1812
HOMO energy, eV: -9.235
Total charge: 0
HOMO-LUMO gap, eV: 9.699

These are the Mulliken partial charges, in e, on atoms 1 to 99:
1 N -0.072
2 C -0.457
3 C -0.475
4 C -0.336
5 C -0.923
6 C 0.188
7 H 0.514
8 H 0.402
9 H 0.328
10 H 0.510
11 H 0.273
12 N -0.211
13 C -0.244
14 C -0.397
15 C -0.363
16 C -0.689
17 C -0.080
18 H 0.322
19 H 0.387
20 H 0.445
21 H 0.392
22 H 0.401
23 N -0.427
24 C -0.363
25 C -0.452
26 C -0.609
27 C 0.181
28 C -0.322
29 H 0.341
30 H 0.431
31 H 0.605
32 H 0.515
33 H -0.035
34 N -0.059
35 C -0.330
36 C -0.405
37 C -0.332
38 C -0.336
39 C -0.582
40 H 0.383
41 H 0.372
42 H 0.527
43 H 0.526
44 H 0.304
45 N -0.056
46 C -0.421
47 C -0.425
48 C -0.628
49 C -0.706
50 C -0.322
51 H 0.431
52 H 0.353
53 H 0.548
54 H 0.524
55 H 0.306
56 N -0.607
57 C -0.594
58 C -0.513
59 C 0.313
60 C 0.029
61 C -0.595
62 H 0.349
63 H 0.818
64 H -0.103
65 H 0.440
66 H 0.454
67 N -0.663
68 C -0.569
69 C -0.319
70 C -0.504
71 C -0.380
72 C -0.671
73 H 0.394
74 H 0.482
75 H 0.570
76 H 0.833
77 H 0.694
78 N -0.344
79 C -1.195
80 C 1.088
81 C -1.077
82 C -0.455
83 C 0.244
84 H 0.386
85 H 0.145
86 H 0.675
87 H 0.317
88 H 0.211
89 C -1.357
90 C -0.130
91 O -0.100
92 H 0.217
93 H 0.441
94 H 0.301
95 H 0.229
96 H 0.449
97 H 0.220
98 C -0.215
99 C -0.602

Record 2
ORCA calculation (ωB97M-V with the def2-TZVPD basis set) on C50H73F16N5O17S5 as an isolated structure.

```
166
Properties=species:S:1:pos:R:3
O -1.50 4.80 -2.75
S -0.23 5.06 -2.05
O 0.41 6.34 -2.28
O -0.44 4.88 -0.43
C -1.27 3.81 0.09
C -0.94 3.47 1.54
C 0.93 3.69 -2.27
H -1.21 2.90 -0.51
H -2.33 4.05 -0.03
H -1.47 2.62 1.97
H -1.03 4.29 2.24
H 0.10 3.17 1.57
H 0.42 2.79 -2.62
H 1.45 3.46 -1.34
H 1.59 4.06 -3.05
O -1.47 0.59 -1.73
S -2.37 0.95 -0.67
O -1.93 0.90 0.72
O -3.06 2.43 -0.96
C -3.91 2.99 0.07
C -4.98 3.78 -0.63
C -3.93 -0.11 -0.83
H -3.34 3.64 0.73
H -4.38 2.24 0.70
H -5.85 3.93 0.02
H -5.45 3.24 -1.46
H -4.66 4.74 -1.02
H -4.54 0.20 -1.68
H -4.54 0.02 0.06
H -3.74 -1.18 -0.88
O 4.51 -2.74 3.06
S 3.77 -3.50 4.11
O 4.25 -3.56 5.52
O 2.22 -2.95 4.14
C 1.85 -2.06 5.20
C 0.39 -1.62 4.97
C 3.40 -5.18 3.50
H 2.43 -1.14 5.16
H 1.93 -2.57 6.16
H 0.09 -1.27 3.99
H 0.26 -0.79 5.67
H -0.34 -2.38 5.23
H 3.06 -5.85 4.29
H 4.22 -5.45 2.84
H 2.54 -4.99 2.86
O 5.47 2.58 -1.87
S 4.32 1.97 -1.19
O 3.47 2.79 -0.33
O 3.30 1.28 -2.34
C 3.83 0.43 -3.35
C 4.67 1.19 -4.34
C 4.85 0.40 -0.36
H 2.98 -0.01 -3.88
H 4.32 -0.47 -2.99
H 5.69 1.27 -3.96
H 4.15 2.10 -4.63
H 4.63 0.54 -5.21
H 3.97 -0.24 -0.28
H 5.26 0.64 0.63
H 5.53 -0.20 -0.96
O 0.00 -3.03 -1.23
S -1.28 -2.66 -0.64
O -1.94 -1.39 -0.97
O -2.25 -3.97 -1.09
C -3.65 -3.81 -0.82
C -4.42 -5.00 -1.49
C -1.14 -2.95 1.17
H -4.00 -2.82 -1.15
H -3.76 -3.83 0.26
H -4.47 -5.02 -2.58
H -5.44 -5.07 -1.11
H -3.99 -5.96 -1.19
H -2.04 -2.90 1.78
H -0.47 -2.17 1.53
H -0.61 -3.89 1.26
N 2.91 1.74 4.04
C 2.62 2.37 2.86
C 2.88 1.81 1.59
C 3.43 0.52 1.64
C 3.68 -0.19 2.81
C 3.39 0.47 4.01
H 2.34 3.40 3.03
H 2.72 2.35 0.67
H 3.60 0.04 0.69
H 3.99 -1.21 2.71
H 3.64 0.02 4.95
N 4.17 -1.77 -0.62
C 4.05 -1.95 0.73
C 2.95 -2.60 1.30
C 1.98 -3.21 0.48
C 2.21 -3.20 -0.89
C 3.28 -2.52 -1.42
H 4.67 -1.43 1.44
H 2.79 -2.55 2.37
H 1.15 -3.76 0.90
H 1.65 -3.78 -1.60
H 3.40 -2.43 -2.49
N -3.90 2.87 2.67
C -4.51 1.69 2.30
C -3.90 0.43 2.54
C -2.58 0.39 3.08
C -1.95 1.61 3.36
C -2.68 2.77 3.20
H -5.48 1.77 1.84
H -4.33 -0.52 2.27
H -2.10 -0.56 3.22
H -0.99 1.59 3.85
H -2.14 3.70 3.30
N 1.12 1.86 -3.90
C -0.07 1.66 -4.45
C -0.52 2.31 -5.62
C 0.37 3.18 -6.23
C 1.65 3.39 -5.75
C 1.97 2.75 -4.55
H -0.65 0.95 -3.88
H -1.49 2.04 -6.01
H 0.23 3.61 -7.21
H 2.42 3.99 -6.21
H 2.97 2.88 -4.18
N -2.25 0.07 8.18
C -1.40 -0.99 7.82
C -0.97 -1.22 6.55
C -1.45 -0.40 5.53
C -2.38 0.61 5.79
C -2.69 0.85 7.10
H -1.07 -1.55 8.67
H -0.27 -2.04 6.44
H -1.13 -0.57 4.51
H -2.72 1.32 5.05
H -3.30 1.72 7.31
C -1.81 -2.39 -3.83
C -3.14 -1.68 -3.37
C -3.00 -0.14 -3.23
F -2.64 0.55 -4.31
F -4.13 0.43 -2.75
F -4.04 -1.97 -4.27
F -3.52 -2.22 -2.21
O -1.02 -1.55 -4.62
C -0.70 -2.03 -5.96
C 0.26 -1.03 -6.72
F 0.47 -1.27 -8.02
F -0.13 0.25 -6.61
F -0.06 -3.21 -5.92
F -1.86 -2.09 -6.62
H -2.14 -3.33 -4.29
H -1.31 -2.66 -2.90
H -2.29 0.04 -2.42
H 1.23 -1.10 -6.23
C 0.47 -0.43 -0.49
C 1.23 0.39 -1.60
C 1.15 -0.24 -2.96
F 1.80 -1.37 -3.07
F -0.09 -0.40 -3.42
F 0.72 1.66 -1.63
F 2.49 0.46 -1.28
O 0.53 0.30 0.73
C 0.06 -0.33 1.92
C 0.15 0.57 3.10
F -0.08 1.89 2.88
F -0.35 0.22 4.26
F -1.22 -0.61 1.65
F 0.74 -1.45 2.10
H 0.89 -1.43 -0.53
H -0.57 -0.70 -0.71
H 1.51 0.42 -3.75
H 1.20 0.61 3.38
```

## Properties
Energy, eV: -192884.9737
Relative energy (zero: lowest compared OMol25 entry of this formula, charge and spin), kJ/mol: 5839.6
HOMO energy, eV: -8.640
Total charge: 0
HOMO-LUMO gap, eV: 8.232

These are the Mulliken partial charges, in e, on atoms 1 to 99:
1 O -0.640
2 S 1.328
3 O -0.756
4 O -0.672
5 C 1.052
6 C -0.608
7 C -0.684
8 H -0.099
9 H 0.606
10 H -0.996
11 H 0.803
12 H -0.454
13 H -0.332
14 H 0.046
15 H 0.735
16 O 0.868
17 S -0.109
18 O 1.161
19 O -0.423
20 C 1.170
21 C -2.114
22 C -2.246
23 H 0.040
24 H -0.796
25 H 0.460
26 H 0.338
27 H 0.345
28 H 0.640
29 H 1.174
30 H 0.293
31 O -0.491
32 S 1.276
33 O -0.751
34 O -0.341
35 C 0.027
36 C -0.176
37 C -0.758
38 H -0.260
39 H 0.537
40 H -0.913
41 H 0.455
42 H 0.243
43 H 0.395
44 H 0.405
45 H 0.083
46 O -0.843
47 S 1.433
48 O -0.500
49 O 0.592
50 C 0.267
51 C -1.340
52 C -1.074
53 H -0.023
54 H 0.344
55 H 0.410
56 H 0.416
57 H 0.515
58 H 0.444
59 H 0.727
60 H 0.455
61 O -0.881
62 S 0.505
63 O 0.287
64 O -0.660
65 C 0.172
66 C -1.486
67 C -1.183
68 H 0.220
69 H 0.447
70 H 0.303
71 H 0.382
72 H 0.426
73 H 0.657
74 H -0.930
75 H 0.760
76 N -0.887
77 C -0.952
78 C 0.190
79 C 1.764
80 C 1.242
81 C -1.500
82 H 0.559
83 H -0.008
84 H -1.203
85 H -0.922
86 H 1.098
87 N -0.615
88 C -1.691
89 C 1.864
90 C -0.490
91 C -1.358
92 C -1.388
93 H 1.931
94 H -1.007
95 H 1.162
96 H 0.343
97 H 1.084
98 N -0.869
99 C -0.532

Record 3
ORCA calculation (ωB97M-V with the def2-TZVPD basis set) on a 8-piece molecular cluster, C50H74BIN2O19S overall.

```
148
Properties=species:S:1:pos:R:3
C -4.93 2.65 4.98
C -3.35 2.50 4.83
C -2.69 1.59 5.93
C -2.36 0.11 5.48
C -1.45 -0.01 4.20
C 0.09 0.28 4.44
C 1.04 -0.97 4.24
C 0.85 -1.67 2.82
C 1.24 -0.74 1.60
C 0.44 -1.04 0.28
C -1.13 -1.05 0.46
C -1.98 -0.46 -0.73
C -1.47 0.90 -1.31
C -1.58 1.28 -2.73
C -2.29 0.25 -3.67
C -1.35 -0.45 -4.71
O -1.15 -0.05 -5.83
O -0.70 -1.66 -4.35
C -1.02 2.63 -3.23
B -1.13 2.98 -4.81
O -2.22 3.67 -5.39
O -0.08 2.62 -5.69
C -0.40 3.60 -2.36
C 0.15 4.99 -2.79
C -0.46 6.15 -1.88
O -1.63 6.30 -1.68
I 0.97 7.50 -0.93
C -0.28 3.26 -0.89
N 0.30 4.02 0.09
S 0.15 3.21 1.55
N -0.62 1.89 0.94
C -0.83 1.92 -0.41
H -5.25 2.73 6.05
H -5.30 3.49 4.34
H -5.37 1.70 4.54
H -2.92 3.54 4.95
H -3.18 2.17 3.77
H -3.43 1.51 6.78
H -1.73 2.05 6.32
H -1.86 -0.44 6.33
H -3.31 -0.47 5.27
H -1.78 0.67 3.37
H -1.56 -1.07 3.83
H 0.44 1.14 3.82
H 0.19 0.61 5.53
H 2.10 -0.59 4.34
H 0.84 -1.71 5.07
H -0.18 -2.09 2.67
H 1.58 -2.53 2.83
H 1.20 0.32 1.95
H 2.33 -0.95 1.37
H 0.73 -2.09 -0.04
H 0.83 -0.36 -0.53
H -1.37 -0.44 1.39
H -1.46 -2.10 0.71
H -3.04 -0.30 -0.39
H -1.96 -1.23 -1.56
H -3.05 0.83 -4.28
H -2.87 -0.54 -3.14
H -1.17 -2.35 -4.88
H -1.81 4.48 -5.78
H 0.36 1.85 -5.26
H -0.08 5.29 -3.85
H 1.27 5.01 -2.61
O -5.40 1.39 0.80
C -5.48 2.58 0.93
C -6.36 3.50 0.10
C -5.78 4.86 0.42
C -5.23 4.67 1.82
O -4.82 3.29 1.88
H -7.39 3.40 0.45
H -6.29 3.26 -0.95
H -6.50 5.67 0.35
H -4.96 5.08 -0.27
H -5.99 4.84 2.59
H -4.38 5.31 2.01
O -5.95 -1.94 -4.73
C -5.84 -0.98 -4.02
C -6.61 0.31 -4.14
C -5.79 1.26 -3.28
C -5.18 0.32 -2.26
O -5.00 -0.92 -2.95
H -7.62 0.16 -3.74
H -6.66 0.64 -5.17
H -6.38 2.06 -2.83
H -5.01 1.71 -3.89
H -5.84 0.15 -1.40
H -4.22 0.69 -1.90
O 3.82 -4.97 2.34
C 4.00 -4.34 1.34
C 5.27 -4.33 0.52
C 5.08 -3.10 -0.35
C 3.58 -3.01 -0.47
O 3.07 -3.54 0.77
H 5.30 -5.25 -0.08
H 6.15 -4.26 1.15
H 5.58 -3.15 -1.30
H 5.46 -2.22 0.19
H 3.19 -3.61 -1.29
H 3.24 -1.98 -0.59
O 3.42 1.83 1.93
C 3.48 2.34 3.01
C 4.61 3.20 3.53
C 4.33 3.23 5.02
C 2.83 3.08 5.07
O 2.49 2.26 3.94
H 4.54 4.19 3.08
H 5.57 2.75 3.30
H 4.70 4.13 5.52
H 4.81 2.37 5.50
H 2.31 4.04 4.98
H 2.50 2.59 5.99
O -5.06 0.17 9.27
C -5.20 -0.85 8.66
C -6.32 -1.85 8.84
C -5.77 -3.08 8.15
C -4.86 -2.48 7.10
O -4.36 -1.27 7.68
H -7.21 -1.47 8.35
H -6.51 -2.03 9.90
H -6.54 -3.73 7.73
H -5.18 -3.67 8.85
H -5.40 -2.22 6.18
H -4.03 -3.14 6.85
O 4.67 -2.93 -3.20
C 5.37 -3.72 -3.77
C 5.41 -3.95 -5.27
C 6.14 -5.27 -5.36
C 7.03 -5.25 -4.13
O 6.29 -4.51 -3.15
H 5.97 -3.14 -5.74
H 4.41 -4.01 -5.68
H 6.70 -5.40 -6.29
H 5.42 -6.09 -5.28
H 7.98 -4.74 -4.31
H 7.23 -6.25 -3.76
O 8.06 -5.62 -9.12
C 8.22 -4.44 -8.96
C 9.45 -3.65 -9.32
C 9.24 -2.36 -8.55
C 7.73 -2.26 -8.50
O 7.26 -3.62 -8.45
H 9.46 -3.49 -10.40
H 10.35 -4.17 -9.00
H 9.71 -1.49 -9.02
H 9.64 -2.46 -7.54
H 7.31 -1.78 -9.38
H 7.39 -1.73 -7.61
```

## Properties
Energy, eV: -114546.9682
HOMO energy, eV: -8.572
Total charge: 0
HOMO-LUMO gap, eV: 7.759

These are the Mulliken partial charges, in e, on atoms 1 to 99:
1 C -0.852
2 C 0.118
3 C -0.627
4 C -0.662
5 C 0.747
6 C 0.493
7 C -1.019
8 C -0.743
9 C 1.043
10 C -0.618
11 C -0.271
12 C -0.592
13 C 0.205
14 C 0.514
15 C -0.054
16 C -0.111
17 O -0.520
18 O -0.464
19 C 0.166
20 B 1.175
21 O -0.651
22 O -0.655
23 C -0.658
24 C -0.619
25 C 0.114
26 O -0.453
27 I -0.042
28 C 0.631
29 N -0.614
30 S 0.129
31 N -0.101
32 C 0.284
33 H 0.415
34 H -0.037
35 H 0.220
36 H 0.269
37 H -0.135
38 H 0.300
39 H 0.338
40 H 0.313
41 H 0.063
42 H -0.656
43 H 0.233
44 H -0.664
45 H 0.556
46 H 0.145
47 H 0.369
48 H 0.399
49 H 0.088
50 H -0.805
51 H 0.240
52 H 0.385
53 H 0.288
54 H -0.708
55 H 0.781
56 H 0.178
57 H 0.402
58 H 0.101
59 H -0.006
60 H 0.372
61 H 0.277
62 H 0.343
63 H 0.186
64 H 0.500
65 O -0.633
66 C 0.363
67 C 0.063
68 C -0.612
69 C -0.623
70 O -0.085
71 H 0.352
72 H -0.210
73 H 0.380
74 H 0.229
75 H 0.381
76 H 0.350
77 O -0.601
78 C 0.442
79 C -0.592
80 C -0.064
81 C 0.476
82 O -0.387
83 H 0.299
84 H 0.332
85 H 0.261
86 H 0.024
87 H 0.353
88 H -0.572
89 O -0.622
90 C 0.386
91 C -0.388
92 C -0.419
93 C -0.068
94 O -0.258
95 H 0.225
96 H 0.329
97 H 0.188
98 H 0.286
99 H 0.196